Computed, not measured: a gas-phase ion, C23H19N4O2 (charge +1) in a non-equilibrium geometry, with the ωB97M-V functional and the def2-TZVPD basis.

Positions of all 48 atoms, in Å:
C1 5.25 -0.40 0.81
N1 3.84 -0.73 0.83
C2 2.84 0.20 0.75
C3 1.58 -0.41 0.87
C4 0.28 0.32 0.91
C5 -0.97 -0.50 0.82
C6 -1.01 -1.53 -0.11
C7 -2.13 -2.34 -0.22
C8 -3.22 -2.15 0.63
C9 -3.21 -1.07 1.53
C10 -2.10 -0.22 1.61
C11 -0.14 1.63 -0.34
N2 1.02 1.63 -1.22
N3 2.12 1.55 -1.56
C12 -1.32 2.26 -1.11
C13 -2.45 2.85 -0.46
C14 -3.49 3.48 -1.17
C15 -3.40 3.66 -2.57
N4 -4.48 4.26 -3.33
O1 -4.35 4.41 -4.57
O2 -5.51 4.65 -2.73
C16 -2.24 3.18 -3.22
C17 -1.23 2.54 -2.50
C18 1.87 -1.85 1.09
C19 1.20 -3.00 1.54
C20 1.91 -4.21 1.74
C21 3.30 -4.29 1.60
C22 4.01 -3.14 1.25
C23 3.29 -1.99 1.00
H1 5.85 -1.31 0.80
H2 5.47 0.18 -0.10
H3 5.53 0.20 1.68
H4 3.18 1.23 0.70
H5 0.28 1.00 1.81
H6 -0.10 -1.75 -0.70
H7 -2.12 -3.14 -0.96
H8 -4.06 -2.84 0.61
H9 -4.07 -0.91 2.18
H10 -2.10 0.60 2.33
H11 0.07 2.39 0.48
H12 -2.57 2.81 0.62
H13 -4.44 3.74 -0.70
H14 -2.22 3.21 -4.31
H15 -0.35 2.25 -3.08
H16 0.13 -2.97 1.77
H17 1.36 -5.11 2.03
H18 3.82 -5.23 1.77
H19 5.09 -3.14 1.20

As for the SMILES: Cn1cc([C@H](c2ccccc2)[C@@H]([N+]#N)c2ccc([N+](=O)[O-])cc2)c2ccccc21. Its gap between HOMO and LUMO is 6.1175 eV. The value obtained for the LUMO energy is -5.002 eV. The total energy comes out at -34201.8092 eV. Its net charge is +1. For the HOMO energy, the calculation gives -11.120 eV.

Table of Löwdin atomic charges, one value per atom, all in e: C 0.000; N -0.097; C -0.043; C -0.121; C -0.064; C -0.252; C -0.062; C -0.056; C -0.060; C -0.061; C -0.027; C -0.055; N 0.065; N 0.388; C -0.147; C -0.009; C 0.032; C -0.121; N -0.300; O 0.073; O 0.075; C 0.027; C -0.033; C -0.097; C -0.015; C -0.064; C -0.062; C -0.006; C -0.169; H 0.085; H 0.100; H 0.106; H 0.128; H 0.150; H 0.131; H 0.118; H 0.115; H 0.114; H 0.119; H 0.174; H 0.114; H 0.129; H 0.131; H 0.111; H 0.110; H 0.108; H 0.113; H 0.104



Computed, not measured: C2H3NP2 in the gas phase in a non-equilibrium geometry, with the ωB97M-V functional and the def2-TZVPD basis.

Positions of all 8 atoms, in Å:
N1 -3.29 0.61 -1.48
C1 -2.18 0.46 -1.25
C2 -0.59 0.07 -0.75
P1 -0.18 0.15 0.85
P2 1.93 -0.44 0.68
H1 0.17 0.22 -1.55
H2 2.52 0.40 1.80
H3 1.62 -1.47 1.71

As for the SMILES: N#CC=P#[PH2]. Its gap between HOMO and LUMO is 8.8770 eV. The value obtained for the LUMO energy is -0.999 eV. The total energy comes out at -22187.2136 eV. For the HOMO energy, the calculation gives -9.876 eV.

Table of Löwdin atomic charges, one value per atom, all in e: N 0.080; C -0.262; C -0.545; P 0.563; P 0.412; H 0.018; H -0.123; H -0.143



The following energy above the lowest of the compared OMol25 structures with the same formula, charge and spin values (in kcal per mole) correspond, in order, to the records above: 37.85; 38.03.